125
Properties=species:S:1:pos:R:3 method="wB97M-V/def2-TZVPD" homo_ev="-4.5242 / -4.8761" e_above_lowest_kcal_mol=22.6 charge=-1 e_tot_ha=-5225.64399 spin_multiplicity=4
V 0.4842 -0.1062 -0.8007
N 1.0535 -2.4230 -0.2849
C 0.4149 -3.7018 0.0401
C 0.0486 -3.8193 1.5123
C -1.0168 -2.8698 2.0701
C -0.5154 -1.5144 2.5506
N -0.3274 -0.5304 1.4771
H 1.6481 -2.5623 -1.0954
H 1.7005 -2.1514 0.4639
H 1.0908 -4.5346 -0.1890
H -0.4719 -3.8396 -0.5874
H 0.9635 -3.7034 2.1038
H -0.2875 -4.8482 1.6729
H -1.4779 -3.3615 2.9306
H -1.8209 -2.7166 1.3427
H 0.4391 -1.6441 3.0615
H -1.2195 -1.1186 3.2923
H 0.1631 0.2785 1.8555
H -1.2404 -0.1760 1.1987
C 2.0321 2.7507 -2.8094
Si 3.1130 1.2927 -2.3506
C 4.1431 0.9576 -3.8998
C 4.3011 1.8139 -0.9839
N 2.1342 -0.0972 -1.9841
C 2.7113 -1.2789 -2.4549
C 3.9844 -1.7061 -2.0409
C 4.6074 -2.8237 -2.5696
C 3.9671 -3.5762 -3.5462
C 2.6894 -3.2136 -3.9466
C 2.0600 -2.1160 -3.3766
O 0.7988 -1.7047 -3.7637
C -0.1523 -2.5971 -4.1612
C -1.0627 -2.1361 -5.1052
C -2.1046 -2.9517 -5.5135
C -2.2450 -4.2302 -4.9883
C -1.3366 -4.6770 -4.0397
C -0.2917 -3.8681 -3.6169
H 2.6694 3.6190 -3.0015
H 1.3127 3.0283 -2.0411
H 1.4734 2.5296 -3.7218
H 4.3672 1.9077 -4.3923
H 3.6013 0.3297 -4.6113
H 5.0901 0.4623 -3.6777
H 4.2898 2.8975 -0.8393
H 5.3232 1.5269 -1.2437
H 4.0550 1.3443 -0.0289
H 4.4713 -1.1278 -1.2629
H 5.5914 -3.1048 -2.2164
H 4.4502 -4.4333 -3.9968
H 2.1755 -3.7790 -4.7133
H -0.9422 -1.1328 -5.4901
H -2.8105 -2.5846 -6.2478
H -3.0585 -4.8676 -5.3089
H -1.4415 -5.6668 -3.6121
H 0.4143 -4.2232 -2.8788
C -4.4206 2.0808 0.0286
C -3.2566 1.1901 0.4780
C -3.8185 0.0380 1.3208
C -2.1904 1.9850 1.2239
C -2.4927 2.4535 2.4955
C -1.5611 3.1604 3.2368
C -0.3066 3.3921 2.7030
C 0.0465 2.9295 1.4353
C 1.4284 3.2409 0.8887
C 1.4084 4.6019 0.1850
C 2.5265 3.2264 1.9506
C -0.9024 2.2186 0.6846
N -0.5750 1.6223 -0.5704
C -1.0875 2.3150 -1.6569
C -1.5506 3.6396 -1.6375
C -2.0134 4.2729 -2.7834
C -2.0417 3.6152 -4.0028
C -1.5932 2.2990 -4.0582
C -1.1404 1.6978 -2.9124
F -0.6845 0.4190 -2.9912
H -5.2087 1.4729 -0.4228
H -4.1060 2.8197 -0.7031
H -4.8467 2.6044 0.8888
H -2.7952 0.7536 -0.4094
H -4.4890 0.4045 2.1014
H -3.0351 -0.5458 1.8114
H -4.3950 -0.6386 0.6852
H -3.4727 2.2582 2.9158
H -1.8058 3.5118 4.2313
H 0.4205 3.9396 3.2867
H 1.6665 2.4711 0.1479
H 1.1404 5.3824 0.9031
H 0.6910 4.6349 -0.6357
H 2.3964 4.8354 -0.2182
H 2.4323 4.0766 2.6312
H 3.5016 3.3093 1.4681
H 2.5202 2.3088 2.5362
H -1.5402 4.1773 -0.6979
H -2.3523 5.2994 -2.7149
H -2.4049 4.1078 -4.8944
H -1.5900 1.7321 -4.9801
S 2.0742 -2.7865 6.9967
C 2.3287 -1.8669 5.6275
S 3.0201 -2.4679 4.1585
C 2.7707 -0.9166 3.3494
N 2.2399 -0.0380 4.1465
N 2.0193 -0.5737 5.4075
C 1.4237 0.3150 6.3486
C 1.9253 0.4184 7.6368
C 1.3446 1.3151 8.5202
C 0.2798 2.1087 8.1184
C -0.2056 2.0047 6.8222
C 0.3635 1.1077 5.9322
S 3.1417 -0.7461 1.6961
H 2.7521 -0.2055 7.9405
H 1.7331 1.3963 9.5273
H -0.1666 2.8103 8.8116
H -1.0308 2.6265 6.5002
H 0.0086 1.0246 4.9141
I -5.0828 0.3433 -3.5431
C -4.3677 -1.2615 -2.3903
C -5.1825 -2.3699 -2.1940
C -4.6629 -3.4088 -1.4427
C -3.3786 -3.2992 -0.9302
C -2.6641 -2.1406 -1.1847
N -3.1563 -1.1299 -1.9033
H -6.1748 -2.4116 -2.6178
H -5.2551 -4.2970 -1.2605
H -2.9441 -4.0927 -0.3372
H -1.6654 -1.9926 -0.7780